Entry 1:
# C13H18Cl2F8O3SiV

A molecular structure, C13H18Cl2F8O3SiV in a non-equilibrium geometry (the ωB97M-V functional and the def2-TZVPD basis, the Open Molecules 2025 dataset).

Geometry as XYZ:
```
46
C13H18Cl2F8O3SiV (the ωB97M-V functional and the def2-TZVPD basis)
C -0.7629 1.9251 3.3399
C -0.0174 1.3308 2.2638
C 0.3535 2.0133 0.9073
Si -1.1516 2.3138 -0.2332
C -2.1039 0.7349 -0.6887
C -1.7977 -0.5058 0.2625
O -0.5557 -1.1636 -0.0472
C -0.4996 -2.4956 0.4644
C 0.1899 -3.5227 -0.5472
F -0.3633 -3.3336 -1.8378
F -0.1486 -4.8517 -0.2065
C 1.7635 -3.3404 -0.6716
F 2.0109 -2.1129 -1.2912
F 2.1999 -4.3232 -1.5903
C 2.5859 -3.5673 0.6758
F 3.6832 -4.3838 0.3330
F 1.8877 -4.2473 1.6755
C 3.1901 -2.2519 1.3384
F 2.2862 -1.1582 1.3565
F 4.3776 -1.8788 0.6990
C -0.4363 3.0329 -1.8926
Cl 0.0212 4.7895 -1.5010
C 0.8795 2.2787 -2.3896
C 1.3926 3.0357 -3.7317
Cl 0.6041 0.5321 -2.8609
H -0.2543 2.1935 4.3301
H -1.8945 2.1108 3.3175
H 0.3077 0.2371 2.3876
H 1.2087 1.4328 0.4187
H 0.8035 3.0410 1.1582
H -2.0909 3.3335 0.2463
H -1.9798 0.3830 -1.7561
H -3.2187 0.9776 -0.5639
H -1.9165 -0.2504 1.3823
H -2.6256 -1.2775 0.0574
H -1.4958 -2.9458 0.7550
H 0.1656 -2.4764 1.3896
H 3.3853 -2.5008 2.4358
H -1.2104 3.0434 -2.7237
H 1.7158 2.2870 -1.6187
H 1.5922 2.2476 -4.5337
H 2.3527 3.6099 -3.5692
H 0.5684 3.7387 -4.0755
O -3.3034 0.9826 2.5898
V -5.0068 0.6541 2.3799
O -6.6921 0.3283 2.1660
```

- HOMO energy (hartree) = -0.43262
- Kohn-Sham gap (Eh) = 0.1203
- charge = +1

---

Entry 2:
# C13H18Cl5I2OP2Ti

A molecular structure, C13H18Cl5I2OP2Ti in a non-equilibrium geometry (the ωB97M-V functional and the def2-TZVPD basis, the Open Molecules 2025 dataset).

Geometry as XYZ:
```
42
C13H18Cl5I2OP2Ti (the ωB97M-V functional and the def2-TZVPD basis)
I -2.6763 -0.0100 -0.4799
I 0.3523 0.0823 -2.5639
Ti 0.0426 0.0583 0.4174
P -0.0115 -2.4469 -0.1976
C -0.5195 -3.6295 1.1002
C -1.1051 -2.9947 -1.5707
H -0.9859 -4.0817 -1.6907
H 1.4298 -4.2064 -0.9892
H -0.8134 -2.4710 -2.4905
H 1.9494 -2.5929 -1.5767
H -1.3297 -3.1977 1.7025
H -2.1468 -2.7416 -1.3352
C 1.5783 -3.1552 -0.7168
H -0.8706 -4.5420 0.5945
H 2.3113 -3.0758 0.0889
H 0.3255 -3.8693 1.7581
P 0.0399 2.5855 -0.2041
C -0.3494 3.5779 1.2715
C 1.5481 3.3526 -0.8439
H -1.0928 2.6356 -2.3655
H -1.1222 4.2484 -1.5437
H -2.2396 2.9141 -1.0213
C -1.2384 3.1593 -1.4082
H 1.8691 2.8280 -1.7472
H 1.3505 4.4064 -1.0645
H -0.4231 4.6401 1.0041
H 0.4452 3.4350 2.0134
H 2.3316 3.2719 -0.0859
H -1.2979 3.2342 1.7020
C 0.7797 -0.6013 2.1268
O 0.1361 0.5353 2.2874
Cl -0.9747 -1.6001 4.2742
C 0.6576 -2.0958 4.0447
C 1.4168 -1.4878 3.0178
C 2.7216 -1.9498 2.7715
Cl 3.6273 -1.2213 1.4914
C 3.2431 -3.0377 3.4798
Cl 4.8109 -3.6170 3.1217
C 2.4662 -3.6619 4.4809
Cl 3.0911 -5.0166 5.3196
C 1.1676 -3.1714 4.7716
Cl 0.2472 -3.9245 5.9976
```

- HOMO energy (alpha / beta) (hartree) = -0.55264 / -0.55264
- Kohn-Sham gap (alpha / beta) (Eh) = 0.2333 / 0.1806
- spin multiplicity = 2
- energy above the lowest of the compared OMol25 structures with the same formula, charge and spin (kJ/mol) = 65.9
- charge = +2

---

Entry 3:
# C13H18N3O5P

2 unconnected molecules or ions with the total composition C13H18N3O5P in a non-equilibrium geometry (the ωB97M-V functional and the def2-TZVPD basis, the Open Molecules 2025 dataset).

Geometry as XYZ:
```
40
C13H18N3O5P (the ωB97M-V functional and the def2-TZVPD basis)
C 0.1268 0.9054 3.6058
P 0.7586 -0.4455 2.4132
O -0.3227 -1.8413 2.5578
N 0.6317 0.0252 0.6974
C 1.7123 0.9833 0.1730
C 1.7616 1.4798 -1.4216
C 0.5746 0.8494 -2.3948
C 0.4644 1.1727 -4.0269
O -0.1202 2.2887 -4.5258
O 1.0206 0.1026 -4.9204
C 2.0867 -0.5652 -4.1325
O 3.2855 0.0605 -4.0437
O 1.9679 -1.8724 -3.4655
C -0.6141 -0.1693 -1.8074
C -1.7787 -0.7351 -2.8237
C -2.9629 -1.6040 -2.0929
C -2.5609 -3.1580 -1.7398
N -1.2252 -3.6003 -2.3132
C -0.4892 -0.5420 -0.1984
H 0.9954 1.0937 4.4025
H -0.7809 0.4510 4.2216
H -0.1064 1.9416 3.1143
H 0.0088 -2.5875 1.9766
H 2.5768 1.4009 0.8817
H 2.5881 2.2253 -1.8271
H -2.3281 0.1521 -3.4033
H -1.1992 -1.3350 -3.6769
H -3.9169 -1.6511 -2.7869
H -3.2402 -1.0700 -1.0832
H -3.4729 -3.8381 -2.0956
H -2.4953 -3.3358 -0.5612
H -0.7344 -4.2663 -1.6743
H -1.3302 -3.9824 -3.2839
H -1.3281 -1.2810 0.2146
C 1.7538 4.2718 5.9637
C 1.7152 2.8056 6.0951
N 1.6846 1.6473 6.1990
H 1.2770 4.7670 6.8162
H 2.7815 4.6458 5.9057
H 1.2348 4.6108 5.0609
```

- HOMO energy (hartree) = -0.27804
- Kohn-Sham gap (Eh) = 0.1999
- energy above the lowest of the compared OMol25 structures with the same formula, charge and spin (kJ/mol) = 0.0
- charge = 0

---

Entry 4:
# C13H18NO10P

2 unconnected molecules or ions with the total composition C13H18NO10P in a non-equilibrium geometry (the ωB97M-V functional and the def2-TZVPD basis, the Open Molecules 2025 dataset).

Geometry as XYZ:
```
43
C13H18NO10P (the ωB97M-V functional and the def2-TZVPD basis)
C -4.9886 -3.1937 0.0491
C -3.9983 -4.2939 -0.0898
O -4.1725 -5.4231 0.1875
O -2.7275 -3.8600 -0.5588
C -2.4925 -4.1067 -1.8533
O -3.3189 -4.4953 -2.6235
C -1.0858 -3.7522 -2.2815
O -0.1077 -4.7432 -1.9579
C 0.0703 -5.0474 -0.6490
O -0.5724 -5.8398 -0.0681
O 1.1692 -4.4677 -0.1030
C 1.1660 -3.0722 -0.1469
C 1.9195 -2.3863 -1.0862
C 1.8349 -0.9990 -1.0570
C 1.0167 -0.3959 -0.1065
N 0.3065 -1.0500 0.8188
C 0.4029 -2.3829 0.7852
H -5.7456 -3.3473 -0.7123
H -4.5344 -2.2175 -0.0467
H -5.4538 -3.2992 1.0220
H -1.1099 -3.6965 -3.3596
H -0.8087 -2.7749 -1.8946
H 2.5190 -2.9286 -1.7984
H 2.3893 -0.3893 -1.7497
H 0.9329 0.6824 -0.1084
H -0.1527 -2.9525 1.5176
C 1.9837 5.6878 -1.2827
O 2.3326 4.5767 -0.4507
P 1.4357 4.2555 0.8122
O -0.0075 4.3489 0.5923
O 1.9743 5.1581 2.0079
C 1.5030 6.5031 2.1540
O 2.0180 2.8438 1.1812
C 1.6644 2.2746 2.4527
H 2.5477 5.5854 -2.2052
H 0.9172 5.6834 -1.5058
H 2.2606 6.6268 -0.8020
H 0.6088 6.6793 1.5564
H 2.2933 7.1916 1.8560
H 1.2634 6.6660 3.2019
H 2.1957 2.7846 3.2546
H 1.9619 1.2307 2.4289
H 0.5891 2.3362 2.6189
```

- HOMO energy (hartree) = -0.36888
- Kohn-Sham gap (Eh) = 0.3859
- structure (SMILES) = CC(=O)OC(=O)COC(=O)Oc1cccnc1.COP(=O)(OC)OC
- charge = 0

---

Entry 5:
# C13H18NO4PS

A single C13H18NO4PS molecule in a non-equilibrium geometry (the ωB97M-V functional and the def2-TZVPD basis, the Open Molecules 2025 dataset).

Geometry as XYZ:
```
38
C13H18NO4PS (the ωB97M-V functional and the def2-TZVPD basis)
C 2.3497 -3.1221 2.7543
C 1.6141 -1.9749 1.8883
O 1.8246 -0.7961 2.2605
O 0.8015 -2.2947 0.7508
C -0.5097 -1.6879 0.8838
C -1.4933 -1.9783 -0.3364
C -0.7993 -1.9823 -1.7793
C 0.2154 -0.7792 -2.0459
C -0.4775 0.6007 -2.4985
C -0.5408 1.5607 -1.2327
C 0.5029 2.4718 -0.9583
P 2.0495 2.7600 -1.9909
S 2.9802 1.1511 -2.5616
C 0.3464 3.3589 0.3718
O 0.9344 4.4500 0.5386
C -0.5611 2.8231 1.5747
C -1.6086 1.9204 1.2780
N -2.5595 1.3626 2.2355
C -1.7948 1.5099 -0.2433
O -2.9196 1.1775 -0.7072
H 3.1236 -2.6721 3.4711
H 2.9067 -3.7659 1.9854
H 1.5947 -3.7303 3.3459
H -0.4030 -0.5628 1.1147
H -1.0062 -2.1370 1.8228
H -2.3884 -1.2761 -0.3635
H -1.9250 -3.0351 -0.1803
H -1.5775 -2.1013 -2.6208
H -0.1706 -2.9488 -1.8313
H 0.9647 -1.0479 -2.8796
H 0.8788 -0.5218 -1.1393
H -1.5547 0.3589 -2.8195
H 0.0270 1.1184 -3.3740
H 2.9625 3.4836 -1.1285
H 1.7481 3.6752 -3.0641
H -0.4076 3.1330 2.6528
H -2.0723 0.9329 3.0367
H -3.0552 0.5661 1.7892
```

- HOMO energy (hartree) = -0.32161
- Kohn-Sham gap (Eh) = 0.2672
- structure (SMILES) = CC(=O)OCCCCCC1=C([PH2]=S)C(=O)C=C(N)C1=O
- charge = 0

---

Entry 6:
# C13H18O3S

A single C13H18O3S molecule (the ωB97M-V functional and the def2-TZVPD basis, the Open Molecules 2025 dataset).

Geometry as XYZ:
```
35
C13H18O3S (the ωB97M-V functional and the def2-TZVPD basis)
C 0.3664 2.6299 3.0563
H -0.5037 2.4552 2.4196
H 0.5102 3.6955 3.2148
H 0.2174 2.1147 4.0073
O 1.5445 2.1573 2.4180
C 1.6748 0.8323 2.3146
O 0.8692 0.0504 2.7518
C 2.9484 0.4558 1.5961
C 2.9748 1.0093 0.1676
C 1.8146 0.5326 -0.7083
C 1.8062 -0.9783 -0.9789
H 2.8108 -1.3828 -0.8438
H 1.5192 -1.1575 -2.0176
C 0.8272 -1.7525 -0.0841
C -0.5811 -1.3307 -0.3158
C -1.4317 -0.7405 0.5761
C -2.6897 -0.4470 0.0295
C -2.8078 -0.8128 -1.2892
C -3.9839 -0.6435 -2.1330
O -4.9916 -0.1125 -1.7135
C -3.8626 -1.1686 -3.5430
H -4.7908 -0.9944 -4.0802
H -3.0433 -0.6675 -4.0548
H -3.6464 -2.2349 -3.5219
S -1.3318 -1.5337 -1.8595
H -3.4988 0.0157 0.5658
H -1.1475 -0.5334 1.5927
H 1.0534 -1.5930 0.9701
H 0.9287 -2.8197 -0.3016
H 0.8678 0.8228 -0.2482
H 1.8864 1.0640 -1.6597
H 3.9194 0.7202 -0.2985
H 2.9467 2.0993 0.2203
H 3.7863 0.8782 2.1541
H 3.0382 -0.6300 1.5971
```

- HOMO energy (hartree) = -0.32218
- Kohn-Sham gap (Eh) = 0.3324
- structure (SMILES) = COC(=O)CCCCCc1ccc(C(C)=O)s1
- energy above the lowest of the compared OMol25 structures with the same formula, charge and spin (kJ/mol) = 0.0
- charge = 0